Arrangement P

Molecular formula: C5H10OS2
Method: DFT, ωB97M-V with the def2-TZVPD basis set

Lowest unoccupied orbital energy (alpha / beta) (eV): -0.37 / -0.68
SMILES: C=C(SC)[S@@](=C)(C)=O
Orbital gap (alpha / beta) (eV): 7.6 / 7.3

Geometry as ORCA input:
```
! RIJCOSX wB97M-V def2-TZVPD def2/J DEFGRID3
* xyz 0 1
S -0.88804 -0.20504 0.08798
S 2.25715 -0.11389 -0.01810
O -0.70588 -1.34476 0.93337
C 0.50398 2.39381 -0.39701
C 0.73332 0.71409 -0.00977
C 2.16245 -1.37141 1.35054
C -2.38427 0.57640 0.53215
C -0.95777 -0.79474 -1.65722
H 3.14893 -1.68430 1.76826
H 1.57601 -0.87966 2.11289
H 1.26507 2.98117 -0.68927
H -2.16080 0.67920 1.51693
H -1.97450 -1.41140 -1.68582
H -0.47244 2.65488 -0.39458
H -0.96115 -0.06455 -2.39329
H -2.74322 1.38165 0.03319
H 1.68723 -2.15851 0.73726
H -0.08609 -1.35292 -1.82749
*
```

These are the Mulliken partial charges, in e, on atoms 1 to 4:
1 S 0.877
2 S -0.039
3 O -0.662
4 C -0.823

Arrangement Q

Molecular formula: C5H10OS2
Method: DFT, ωB97M-V with the def2-TZVPD basis set

Lowest unoccupied orbital energy (eV): 0.41
SMILES: CCSSCCC=O
Orbital gap (eV): 9.3

Geometry as ORCA input:
```
! RIJCOSX wB97M-V def2-TZVPD def2/J DEFGRID3
* xyz 0 1
S 0.28959 1.43700 -0.66848
S -1.45768 1.51658 0.52906
O 4.52466 -0.35943 1.64527
C 3.51843 0.19237 1.26246
C -2.49651 -0.02487 0.21537
C -3.24848 -0.10651 -1.07424
C 2.65463 -0.22853 -0.00228
C 1.12741 -0.12840 0.09509
H 2.91861 -1.26284 -0.10046
H -1.77560 -0.88111 -0.03589
H 0.81803 -0.03062 1.09877
H 3.01179 0.25162 -1.00991
H 3.12788 1.20186 1.79450
H 0.70381 -1.04107 -0.28893
H -3.09059 -0.20351 1.07998
H -3.65420 -1.14605 -1.31601
H -2.81092 0.24803 -1.99049
H -4.16087 0.56548 -1.23381
*
```

These are the Mulliken partial charges, in e, on atoms 1 to 4:
1 S -0.091
2 S -0.115
3 O -0.457
4 C 0.074

Arrangement R

Molecular formula: C5H10OS2
Method: DFT, ωB97M-V with the def2-TZVPD basis set

Lowest unoccupied orbital energy (alpha / beta) (eV): -3.09 / -3.09
Orbital gap (alpha / beta) (eV): 5.3 / 5.2

Geometry as ORCA input:
```
! RIJCOSX wB97M-V def2-TZVPD def2/J DEFGRID3
* xyz 0 1
S -2.33199 1.44466 -0.63562
S 0.00115 -2.24130 0.09719
O -1.38385 -2.74176 0.04019
C 1.27274 0.25054 0.08997
C 2.36489 0.13815 -1.02056
C 1.93615 -0.04408 1.46837
C -3.98152 0.81107 -0.37166
C 0.12976 -0.69526 -0.12484
H -4.35048 0.95203 0.55747
H 3.24599 0.78229 -1.00417
H -4.62635 1.28351 -1.15307
H 2.41940 0.77588 1.98846
H 2.72073 -0.94913 -1.04558
H -3.86655 -0.20126 -0.36335
H 1.87459 0.28748 -1.93179
H 1.14338 -0.29094 2.24125
H 2.53072 -0.85640 1.17219
H 0.90124 1.29454 -0.00446
*
```

These are the Mulliken partial charges, in e, on atoms 1 to 4:
1 S -0.071
2 S 0.264
3 O -0.527
4 C 0.874

Tell me which of them is the most stable. Sure, it is arrangement Q.